The following is a DFT calculation (ωB97M-V with the def2-TZVPD basis set) of 2 unconnected molecules or ions with the total composition C32H25FN4O4S2 in a non-equilibrium geometry.

Each line ends with the natural charge from an NBO analysis.
CARTESIAN COORDINATES (ANGSTROEM)
1 C 4.624 -3.625 0.122  -0.2149
2 C 4.162 -2.313 -0.112  -0.2106
3 C 2.798 -2.020 -0.024  -0.2472
4 C 1.904 -3.070 0.251  0.2219
5 N 0.534 -2.857 0.245  -0.2774
6 C -0.201 -1.733 0.181  0.1429
7 N -1.493 -2.227 0.121  -0.4389
8 C -2.638 -1.435 -0.133  0.2184
9 C -2.488 -0.086 0.146  -0.2416
10 C -3.535 0.785 -0.149  -0.1883
11 C -4.598 0.342 -0.940  -0.2202
12 C -4.727 -1.016 -1.268  -0.2022
13 C -3.742 -1.931 -0.836  -0.2588
14 C -1.459 -3.642 0.232  0.3441
15 C -2.552 -4.608 0.370  -0.1226
16 C -2.347 -5.851 -0.267  -0.1656
17 C -3.191 -6.928 0.005  -0.2124
18 C -4.244 -6.795 0.916  -0.1996
19 C -4.478 -5.555 1.519  -0.2301
20 C -3.663 -4.450 1.237  -0.1296
21 N -0.208 -4.023 0.261  -0.2827
22 C 2.347 -4.383 0.417  -0.2524
23 C 3.710 -4.664 0.381  -0.2031
24 H 5.687 -3.843 0.045  0.2117
25 H 4.870 -1.526 -0.400  0.2110
26 H 2.363 -1.031 -0.215  0.2451
27 H -1.524 0.222 0.552  0.2570
28 H -3.446 1.798 0.210  0.2044
29 H -5.321 1.056 -1.342  0.2102
30 H -5.556 -1.375 -1.887  0.2209
31 H -3.793 -2.991 -1.114  0.2326
32 H -1.513 -5.967 -0.964  0.2307
33 H -3.009 -7.877 -0.489  0.2183
34 H -4.880 -7.653 1.150  0.2197
35 H -5.300 -5.457 2.223  0.2194
36 H -3.855 -3.485 1.707  0.2176
37 H 1.603 -5.177 0.531  0.2526
38 H 4.042 -5.697 0.512  0.2173
39 C -3.312 4.757 -2.043  -0.1783
40 C -2.305 5.712 -2.204  -0.2151
41 C -1.305 5.826 -1.229  -0.1618
42 C -1.285 4.917 -0.169  -0.3481
43 S -0.028 5.051 1.117  2.2093
44 N 1.384 3.929 0.632  -0.4562
45 F 0.945 2.520 0.943  -0.2598
46 S 2.968 4.303 1.562  2.2063
47 C 4.308 3.547 0.621  -0.3433
48 C 4.633 2.226 0.907  -0.1190
49 C 5.721 1.638 0.255  -0.2331
50 C 6.468 2.394 -0.654  -0.1762
51 C 6.128 3.719 -0.950  -0.2134
52 C 5.041 4.309 -0.295  -0.1734
53 O 3.185 5.717 1.395  -0.8783
54 O 2.910 3.643 2.839  -0.8724
55 O 0.485 6.386 0.956  -0.8814
56 O -0.595 4.540 2.336  -0.8754
57 C -2.298 3.978 0.003  -0.1256
58 C -3.361 3.950 -0.906  -0.2203
59 H -4.048 4.607 -2.822  0.2207
60 H -2.283 6.371 -3.075  0.2273
61 H -0.540 6.602 -1.278  0.2490
62 H 4.035 1.683 1.638  0.2422
63 H 5.966 0.597 0.463  0.2248
64 H 7.294 1.932 -1.177  0.2200
65 H 6.686 4.301 -1.691  0.2273
66 H 4.759 5.348 -0.471  0.2504
67 H -2.223 3.293 0.849  0.2366
68 H -4.216 3.294 -0.747  0.2198

**Gap between HOMO and LUMO**: 8.1 eV
**Energy relative to the best compared isomer or geometry (same formula, charge and spin)**: 41.3 kcal per mole
**E**: -2650.4310 Eh